(1)
A cluster of 6 separate species, C3H15NO8 in total in a non-equilibrium geometry, computed with ωB97M-V/def2-TZVPD.

CARTESIAN COORDINATES (ANGSTROEM)
O 0.66528 -0.19767 -2.11633
C -0.19051 -0.80047 -1.53929
N -1.46298 -0.15337 -1.45358
C -2.80733 -0.69086 -1.02747
C -2.66322 -1.29061 0.36959
O -2.76005 -2.42434 0.72721
O -2.25021 -0.37795 1.33715
H -0.19907 -1.80903 -1.14021
H -1.49889 0.67400 -2.00273
H -3.61260 0.01539 -0.97418
H -2.96502 -1.58188 -1.67287
H -1.63011 0.30344 1.09859
O 1.83811 1.99954 -2.55665
H 1.34523 1.46706 -3.15450
H 1.59540 1.69602 -1.66558
O 3.37863 -1.46244 0.19520
H 3.03820 -1.35597 -0.70162
H 2.97407 -0.75280 0.70424
O 1.67697 1.71727 1.81141
H 1.53521 0.88647 2.27707
H 2.61883 1.49265 1.61980
O 1.06860 -0.82793 2.60639
H 0.63240 -1.21516 1.85075
H 0.77594 -1.33256 3.35421
O -0.55757 1.84787 0.34130
H -0.90894 2.52283 0.96062
H 0.36363 1.65047 0.75149

For the total energy, the calculation gives -779.97419 Ha. The LUMO energy comes out at 0.09 eV. As for the structure (SMILES): O=CNCC(=O)O.O.O.O.O.O.


(2)
The molecule C3H8O in a non-equilibrium geometry, computed with ωB97M-V/def2-TZVPD.

CARTESIAN COORDINATES (ANGSTROEM)
C -1.11778 0.71530 0.43362
C 0.34912 0.86418 0.19718
O 0.97825 0.22353 -0.84552
C 0.68894 -1.21024 -0.71137
H -1.30794 1.14022 1.46919
H -1.70476 1.13028 -0.39417
H -1.31515 -0.42340 0.48928
H 0.86765 0.55464 1.12361
H 0.56522 1.91761 0.15436
H -0.38852 -1.45043 -0.93020
H 1.50059 -1.78688 -1.36858
H 0.88438 -1.67481 0.38260

For the total energy, the calculation gives -194.28323 Ha. The LUMO energy comes out at 1.09 eV. As for the structure (SMILES): CCOC.


(3)
A structure of composition C29H50BN6S7Sr in a non-equilibrium geometry, computed with ωB97M-V/def2-TZVPD.

CARTESIAN COORDINATES (ANGSTROEM)
Sr 0.12417 -0.38166 0.11682
C 1.79514 2.12078 -3.89246
C 1.76566 2.97185 -2.63798
S 2.16051 2.05368 -1.11523
C 1.78424 3.37884 0.06630
C 0.32288 3.80569 0.16287
S -0.89357 2.47811 0.48730
C -2.18330 2.91249 -0.72990
C -3.05162 1.71360 -1.09154
S -2.20119 0.38380 -1.98863
C -2.17146 1.00102 -3.70083
C -0.97771 1.85306 -4.10424
S 0.51886 0.83979 -3.96221
H 2.74012 1.58281 -3.98218
H 1.70708 2.76943 -4.76539
H 0.78199 3.42178 -2.51809
H 2.49924 3.77657 -2.71756
H 2.37624 4.25496 -0.20722
H 2.15040 3.03040 1.02795
H 0.01049 4.27604 -0.76823
H 0.22233 4.54988 0.95183
H -1.69448 3.29538 -1.62420
H -2.80137 3.70292 -0.30416
H -3.90039 2.03581 -1.69568
H -3.45122 1.23598 -0.19533
H -3.11362 1.52025 -3.87862
H -2.18539 0.09488 -4.30979
H -0.89589 2.73326 -3.46997
H -1.10165 2.18215 -5.13728
C -4.43382 -4.17727 0.72341
C -3.61257 -4.11434 -0.56324
C -3.73832 -5.45181 -1.29000
C -4.09478 -3.01087 -1.50467
N -2.17220 -3.88426 -0.21452
C -1.15932 -4.79004 -0.48832
C -0.02536 -4.28624 0.00529
N -0.31357 -3.06452 0.60370
B 0.90191 -2.58406 1.51299
N 2.16039 -2.04821 0.68693
C 3.29688 -1.99955 1.48979
C 4.35837 -1.82903 0.70363
N 3.90866 -1.76792 -0.61058
C 2.55185 -1.91040 -0.62443
S 1.49428 -1.91448 -1.96176
C 4.91717 -1.50438 -1.69213
C 4.33411 -1.42088 -3.09747
C 5.93205 -2.64731 -1.65143
C 5.57949 -0.15943 -1.37160
N 0.38359 -1.56949 2.60981
C -0.44068 -2.22256 3.52323
C -0.63706 -1.41051 4.56550
N 0.06118 -0.23805 4.31868
C 0.68738 -0.33996 3.11492
S 1.65527 0.83411 2.34414
C 0.06933 0.94456 5.24041
C 1.50324 1.23028 5.68477
C -0.56620 2.14105 4.52852
C -0.76727 0.61890 6.47493
C -1.65264 -2.81514 0.45333
S -2.49891 -1.42396 0.99025
H -5.47689 -4.37288 0.47301
H -4.38411 -3.24359 1.27788
H -4.07902 -4.99027 1.35963
H -4.78667 -5.60071 -1.54222
H -3.43034 -6.28913 -0.66257
H -3.17081 -5.45955 -2.22162
H -5.10111 -3.25025 -1.84938
H -3.43803 -2.95052 -2.37453
H -4.11469 -2.04038 -1.01758
H -1.32302 -5.70655 -1.01854
H 0.97202 -4.68553 -0.02022
H 1.28951 -3.55120 2.09240
H 3.24464 -2.08576 2.56019
H 5.39556 -1.73982 0.96405
H 3.85087 -2.34489 -3.40251
H 5.16582 -1.22818 -3.77652
H 3.61840 -0.60737 -3.18445
H 5.43642 -3.59954 -1.84387
H 6.44660 -2.70676 -0.69266
H 6.68557 -2.49258 -2.42336
H 4.82222 0.62528 -1.32455
H 6.29163 0.08411 -2.15973
H 6.12337 -0.18032 -0.42760
H -0.81930 -3.21235 3.34377
H -1.21461 -1.56904 5.45402
H 2.13927 1.49729 4.84533
H 1.92187 0.35589 6.18603
H 1.49954 2.05942 6.39268
H 0.00934 2.44355 3.65752
H -0.61834 2.97844 5.22461
H -1.57957 1.89127 4.20837
H -0.36526 -0.23064 7.02837
H -1.81110 0.43170 6.22026
H -0.73794 1.48457 7.13439

For the total energy, the calculation gives -4306.54090 Ha. The total charge is +1. The LUMO energy comes out at -1.62 eV.


(4)
A cluster of 2 separate species, C4H8O2S in total in a non-equilibrium geometry, computed with ωB97M-V/def2-TZVPD.

CARTESIAN COORDINATES (ANGSTROEM)
C -3.08873 -0.43840 -0.20781
C -1.22039 -0.99787 1.22180
C -0.14721 1.26184 -0.67514
C 1.33277 -1.01335 0.33611
O -3.48774 0.69246 -0.27563
O -0.62412 -1.44126 -1.15162
S -0.31676 -0.49113 -0.09509
H -3.35354 -1.32358 -0.61376
H -1.14813 -0.26807 2.04955
H -1.14359 1.60045 -1.22968
H 0.01014 1.92426 0.16003
H 0.61821 1.46113 -1.31435
H 1.90721 -1.37470 -0.47546
H 2.07464 -0.15368 0.71194
H 1.25919 -1.75343 1.02356

For the total energy, the calculation gives -705.60468 Ha. The LUMO energy (alpha / beta) comes out at 0.49 / 0.49 eV.


(5)
A cluster of 15 separate species, C30H90O15 in total in a non-equilibrium geometry, computed with ωB97M-V/def2-TZVPD.

CARTESIAN COORDINATES (ANGSTROEM)
C -0.89375 -1.00179 4.55153
C 0.05640 -1.73142 5.47425
O -0.56625 -2.11825 6.66205
H -1.69145 -0.53536 5.12877
H -1.35350 -1.64735 3.80169
H -0.36308 -0.26086 3.95137
H 0.81336 -0.99893 5.76754
H 0.51783 -2.56281 4.93851
H -0.33270 -3.03489 6.82563
C -0.73591 -0.58246 0.12011
C 0.58132 0.10051 -0.25233
O 0.87084 -0.20758 -1.60514
H -1.50142 -0.14915 -0.52681
H -1.06154 -0.54868 1.15994
H -0.73438 -1.64267 -0.13326
H 1.31367 -0.24929 0.48103
H 0.59228 1.18923 -0.17862
H 1.59252 0.37342 -1.87346
C 3.61782 -1.84192 1.83029
C 4.15164 -2.80630 0.77650
O 4.58964 -4.00711 1.32460
H 2.76137 -2.33965 2.28902
H 3.15173 -1.01047 1.29977
H 4.37707 -1.53569 2.54706
H 4.93220 -2.29533 0.20694
H 3.33385 -3.10774 0.11776
H 4.28221 -4.73465 0.78157
C 0.89504 -3.71791 -1.94792
C 0.52760 -3.10072 -3.29160
O -0.38431 -2.03907 -3.08821
H 1.55900 -4.56869 -2.11719
H -0.00281 -4.16178 -1.51522
H 1.33961 -3.05163 -1.20951
H 0.11228 -3.85859 -3.95662
H 1.42077 -2.76297 -3.82002
H 0.10858 -1.32153 -2.65589
C 3.83424 -1.85633 -2.94504
C 5.11777 -1.03214 -3.02873
O 5.99891 -1.73904 -3.88201
H 3.07233 -1.37430 -2.33254
H 4.06827 -2.87635 -2.64019
H 3.35533 -1.95828 -3.92061
H 5.51596 -0.99373 -2.01182
H 4.87035 -0.02855 -3.37824
H 6.79128 -1.21888 -4.03865
C -4.04503 -1.38753 2.66271
C -4.76593 -1.30392 4.01520
O -5.53381 -2.45585 4.26530
H -4.74313 -1.43524 1.82522
H -3.36027 -2.23537 2.61913
H -3.44149 -0.49875 2.46843
H -5.38451 -0.40388 3.99306
H -4.04455 -1.13918 4.81565
H -6.40344 -2.28012 3.89797
C -0.33111 -3.87455 2.09182
C -1.22714 -4.67856 3.01921
O -1.11965 -6.03924 2.77292
H 0.67644 -4.27263 2.23875
H -0.33585 -2.79722 2.25069
H -0.45823 -4.11019 1.03333
H -2.28866 -4.45238 2.88553
H -0.94863 -4.47442 4.05315
H -1.46151 -6.23409 1.89698
C 0.31427 3.92831 0.48033
C 0.54096 5.14922 1.36132
O 0.26728 6.36123 0.71746
H -0.75510 3.88163 0.26718
H 0.64601 3.05342 1.03943
H 0.83225 3.98211 -0.47728
H 1.59407 5.16312 1.65763
H -0.03511 5.10265 2.28844
H 0.73361 7.04853 1.19813
C -2.89679 -3.24402 -0.53732
C -3.66247 -2.74745 -1.78102
O -3.12013 -1.57888 -2.43370
H -2.86496 -2.41621 0.17246
H -1.85751 -3.51551 -0.71978
H -3.37336 -4.09412 -0.04874
H -4.67281 -2.50437 -1.45288
H -3.74597 -3.52840 -2.53867
H -2.25495 -1.83096 -2.78655
C 4.17554 3.42055 -0.59611
C 4.18829 1.94341 -1.06671
O 3.05682 1.65449 -1.88207
H 3.25079 3.63800 -0.06486
H 4.33604 4.11546 -1.42009
H 5.05281 3.53782 0.04313
H 4.06746 1.21416 -0.26348
H 5.05016 1.59151 -1.63687
H 3.18504 2.06007 -2.75068
C -6.62542 1.45836 -1.47775
C -5.63098 0.28959 -1.60844
O -4.34025 0.74963 -1.87951
H -6.35799 2.09260 -0.63232
H -7.65860 1.13180 -1.35444
H -6.66070 2.08034 -2.37304
H -5.94037 -0.38536 -2.41129
H -5.68059 -0.32099 -0.70202
H -3.77654 -0.03254 -1.99875
C 2.89349 1.42691 -5.42777
C 2.77478 2.93696 -5.36847
O 3.20358 3.32626 -4.07105
H 3.90460 1.08957 -5.19986
H 2.63127 1.06756 -6.42319
H 2.21474 0.95067 -4.71906
H 1.75164 3.30225 -5.47887
H 3.36371 3.43278 -6.14274
H 3.25260 4.28604 -4.09556
C -0.31136 2.77300 -3.45042
C -1.24959 2.07995 -2.54384
O -2.51664 2.53594 -2.88546
H -0.19382 3.84799 -3.30623
H -0.54724 2.64768 -4.50741
H 0.68597 2.36441 -3.26270
H -1.03979 2.28810 -1.48935
H -1.24297 0.99200 -2.65540
H -3.17477 1.97718 -2.44997
C 3.18378 1.57078 2.99232
C 2.23187 1.99539 4.10600
O 1.77422 3.32449 3.91038
H 3.98512 2.27474 2.75802
H 2.65831 1.54505 2.03419
H 3.61871 0.57773 3.09839
H 2.65160 1.83426 5.10036
H 1.33272 1.38305 4.02669
H 2.54669 3.87114 4.08312
C -4.02439 3.40594 1.01288
C -3.21946 2.16879 1.33976
O -3.05010 2.15914 2.74003
H -4.12024 3.50446 -0.07100
H -3.45695 4.29566 1.29248
H -5.00268 3.45144 1.48839
H -2.25808 2.12849 0.82396
H -3.75842 1.27453 1.02040
H -2.15920 2.48126 2.89851

For the total energy, the calculation gives -2325.44026 Ha. The LUMO energy comes out at 0.31 eV.


(6)
The molecule C3H9N3O in a non-equilibrium geometry, computed with ωB97M-V/def2-TZVPD.

CARTESIAN COORDINATES (ANGSTROEM)
N 0.25454 1.00557 -2.46941
C 0.49079 1.13829 -1.07661
N -0.26859 0.18345 -0.26451
C 0.17040 0.16403 1.13856
C -0.27353 -1.07764 1.88047
N -0.51074 -2.16566 1.09724
O -0.30662 -1.12200 3.09190
H 0.72286 0.34065 -3.05903
H -0.37929 1.62029 -2.94935
H 0.31522 2.17766 -0.80511
H 1.56134 0.96168 -0.89842
H -1.23276 0.49940 -0.26727
H -0.11126 1.06834 1.69564
H 1.26855 0.18467 1.17818
H -0.96880 -2.91951 1.58617
H -0.73210 -2.05921 0.12154

For the total energy, the calculation gives -359.22342 Ha. The LUMO energy comes out at 0.93 eV. As for the structure (SMILES): NCNCC(N)=O.